15
Properties=species:S:1:pos:R:3:nbo_charge:R:1 method="wB97M-V/def2-TZVPD" e_tot_ev=-19670.0997 orbital_gap_ev=8.111 charge=0 mol_weight_da=129.2 e_above_lowest_kcal_mol=34.7
C -0.27 -0.12 -1.24 0.171
C 0.18 -0.39 0.05 -0.321
C 0.29 0.64 1.08 -0.187
C -0.45 1.78 1.11 -0.409
C 0.41 -1.80 0.37 0.261
H 0.19 1.86 -1.69 0.400
H -0.70 1.11 -2.93 0.406
H -0.55 -1.00 -1.81 0.225
H 1.05 0.49 1.86 0.221
H -0.27 2.64 1.76 0.206
H -1.29 1.89 0.44 0.190
H 0.81 -3.00 1.82 0.508
N -0.33 1.07 -1.96 -0.782
O 0.78 -1.99 1.67 -0.676
S 0.16 -3.17 -0.53 -0.212


15
Properties=species:S:1:pos:R:3:nbo_charge:R:1 method="wB97M-V/def2-TZVPD" e_tot_ev=-19669.6563 orbital_gap_ev=9.802 smiles=C[C@@]1(C#N)[C@H](S)[C@@H]1O charge=0 mol_weight_da=129.2 e_above_lowest_kcal_mol=44.9
C -0.07 1.35 -1.26 -0.583
C -0.14 0.07 -0.47 -0.212
C -1.18 -0.85 -0.97 0.294
C 0.04 0.24 1.03 0.121
C 1.17 -0.36 0.21 -0.360
H 0.31 1.23 -2.30 0.225
H -0.99 1.86 -1.32 0.224
H 0.62 2.03 -0.72 0.211
H 0.22 1.25 1.46 0.195
H -1.58 -0.71 1.52 0.497
H 2.04 0.25 -0.02 0.244
H 0.78 -2.16 1.64 0.167
N -2.13 -1.52 -1.17 -0.313
O -0.67 -0.63 1.84 -0.700
S 1.59 -2.06 0.53 -0.008